{"formula": "C21H64NO4PSi6", "method": "ωB97M-V/def2-TZVPD", "homo_ha": -0.3482, "lumo_energy_ev": 0.556, "orbital_gap_ev": 10.03, "energy_ha": -3273.01938, "elements": ["N", "C", "C", "O", "C", "P", "H", "H", "H", "H", "H", "H", "H", "H", "H", "H", "O", "Si", "C", "C", "C", "Si", "C", "C", "C", "H", "H", "H", "H", "H", "H", "H", "H", "H", "H", "H", "H", "H", "H", "H", "H", "H", "H", "O", "Si", "C", "C", "C", "Si", "C", "C", "C", "H", "H", "H", "H", "H", "H", "H", "H", "H", "H", "H", "H", "H", "H", "H", "H", "H", "H", "O", "Si", "C", "C", "C", "Si", "C", "C", "C", "H", "H", "H", "H", "H", "H", "H", "H", "H", "H", "H", "H", "H", "H", "H", "H", "H", "H"], "coordinates": [[-4.71, 1.04, -1.42], [-5.22, 0.62, -2.73], [-6.42, -0.32, -2.65], [-6.00, -1.57, -2.10], [-7.62, 0.25, -1.90], [-8.74, 1.39, -2.87], [-4.23, 1.93, -1.48], [-5.46, 1.17, -0.76], [-5.49, 1.47, -3.38], [-4.44, 0.06, -3.25], [-6.73, -0.52, -3.68], [-6.21, -1.59, -1.17], [-8.23, -0.58, -1.54], [-7.32, 0.81, -1.01], [-7.99, 2.58, -2.65], [-8.14, 1.19, -4.13], [-5.61, -3.73, 3.11], [-5.03, -2.72, 1.95], [-3.32, -2.12, 2.41], [-6.16, -1.23, 1.77], [-4.97, -3.62, 0.33], [-5.98, -3.81, 4.71], [-6.62, -5.52, 5.06], [-7.29, -2.54, 5.11], [-4.46, -3.47, 5.73], [-3.33, -1.49, 3.31], [-2.91, -1.52, 1.59], [-2.64, -2.95, 2.60], [-7.19, -1.54, 1.57], [-5.81, -0.60, 0.95], [-6.17, -0.61, 2.67], [-5.96, -3.96, 0.02], [-4.31, -4.49, 0.35], [-4.60, -2.94, -0.44], [-7.51, -5.74, 4.47], [-6.88, -5.62, 6.12], [-5.87, -6.28, 4.83], [-6.92, -1.52, 4.98], [-7.62, -2.65, 6.15], [-8.17, -2.66, 4.48], [-4.10, -2.45, 5.60], [-3.64, -4.15, 5.46], [-4.67, -3.61, 6.79], [1.28, 1.70, 0.87], [2.58, 2.51, 1.48], [3.71, 1.32, 2.37], [2.01, 3.83, 2.67], [3.48, 3.28, 0.05], [-0.01, 0.77, 1.31], [-0.94, 0.33, -0.24], [-1.11, 1.72, 2.48], [0.59, -0.78, 2.17], [3.24, 0.90, 3.26], [4.63, 1.83, 2.68], [3.99, 0.49, 1.72], [1.28, 4.50, 2.20], [2.85, 4.44, 3.00], [1.54, 3.40, 3.56], [2.84, 3.98, -0.50], [3.82, 2.52, -0.65], [4.35, 3.83, 0.40], [-1.30, 1.23, -0.76], [-1.81, -0.28, -0.01], [-0.31, -0.22, -0.93], [-0.61, 1.94, 3.42], [-2.01, 1.14, 2.71], [-1.43, 2.67, 2.04], [1.10, -0.55, 3.11], [1.30, -1.33, 1.54], [-0.25, -1.43, 2.39], [8.13, 0.56, -3.31], [9.02, 0.69, -4.68], [10.17, 2.16, -4.56], [7.89, 0.90, -6.16], [10.01, -0.88, -4.86], [7.03, 1.37, -2.38], [6.61, 0.28, -0.93], [5.50, 1.73, -3.38], [7.77, 2.97, -1.77], [9.61, 3.10, -4.53], [10.84, 2.19, -5.42], [10.78, 2.10, -3.66], [7.16, 0.10, -6.21], [8.47, 0.89, -7.08], [7.35, 1.85, -6.12], [9.36, -1.75, -4.94], [10.68, -1.03, -4.01], [10.62, -0.83, -5.77], [6.16, -0.67, -1.25], [5.88, 0.78, -0.28], [7.49, 0.05, -0.33], [5.71, 2.43, -4.20], [4.73, 2.18, -2.75], [5.09, 0.82, -3.82], [7.96, 3.67, -2.59], [8.72, 2.80, -1.25], [7.09, 3.45, -1.07]], "mulliken_charge": [-0.333, -0.687, 0.185, -0.525, -0.996, -0.054, 0.231, 0.094, 0.352, 0.327, 0.362, 0.142, 0.542, 0.261, 0.020, 0.018, -0.396, 0.311, -0.180, -0.609, -1.005, 0.379, -1.032, -1.008, -1.010, 0.339, -0.522, 0.393, 0.308, -0.107, 0.407, 0.297, 0.368, 0.274, 0.281, 0.307, 0.280, 0.299, 0.389, 0.285, 0.304, 0.285, 0.390, -0.422, 0.246, -1.040, -1.013, -0.662, 0.438, -0.663, -0.942, -0.798, 0.324, 0.422, 0.285, 0.281, 0.390, 0.293, 0.399, -0.177, 0.311, 0.226, -0.014, 0.344, 0.302, 0.336, 0.295, 0.283, 0.297, 0.239, -0.438, 0.378, -1.008, -1.011, -1.022, 0.434, -0.657, -0.930, -0.963, 0.293, 0.384, 0.281, 0.282, 0.386, 0.296, 0.282, 0.281, 0.307, 0.301, -0.042, 0.317, 0.313, 0.341, 0.297, 0.305, 0.289, 0.358]}

{"formula": "C21H64O11", "method": "ωB97M-V/def2-TZVPD", "relative_energy_kj_mol": 2806.7, "homo_ha": -0.3076, "lumo_energy_ev": 0.062, "orbital_gap_ev": 8.43, "energy_ha": -1665.04778, "elements": ["C", "O", "H", "H", "H", "H", "C", "O", "H", "H", "H", "H", "C", "O", "H", "H", "H", "H", "C", "O", "H", "H", "H", "H", "C", "O", "H", "H", "H", "H", "C", "O", "H", "H", "H", "H", "C", "C", "C", "O", "H", "H", "H", "H", "H", "H", "H", "H", "C", "C", "C", "O", "H", "H", "H", "H", "H", "H", "H", "H", "C", "C", "C", "O", "H", "H", "H", "H", "H", "H", "H", "H", "C", "C", "C", "O", "H", "H", "H", "H", "H", "H", "H", "H", "C", "C", "C", "O", "H", "H", "H", "H", "H", "H", "H", "H"], "coordinates": [[2.41, -1.19, -3.55], [3.43, -0.20, -3.62], [2.72, -2.23, -3.62], [2.00, -1.07, -2.54], [1.66, -0.97, -4.32], [4.02, -0.33, -2.87], [0.34, 1.84, 2.91], [0.34, 3.14, 3.57], [0.80, 1.06, 3.52], [-0.71, 1.64, 2.70], [0.70, 1.84, 1.88], [1.26, 3.43, 3.60], [-1.49, 1.35, 0.47], [-2.91, 1.20, 0.58], [-1.21, 1.82, 1.41], [-0.95, 0.41, 0.37], [-1.22, 2.15, -0.23], [-2.93, 0.50, 1.24], [0.21, -2.97, 2.20], [0.07, -1.53, 2.26], [-0.03, -3.29, 3.22], [-0.35, -3.46, 1.41], [1.23, -3.18, 1.86], [0.80, -1.19, 2.78], [0.21, -1.85, -3.11], [-0.87, -2.63, -3.59], [0.41, -1.04, -3.82], [0.01, -1.36, -2.16], [1.12, -2.45, -3.03], [-1.17, -2.21, -4.40], [1.26, -4.07, -0.35], [2.33, -3.17, -0.14], [0.92, -4.44, 0.62], [0.39, -3.55, -0.75], [1.58, -4.96, -0.89], [1.99, -2.31, 0.13], [-0.27, 1.98, -2.82], [1.14, 1.63, -3.29], [2.26, 1.49, -2.21], [1.00, 0.53, -4.06], [-0.22, 3.03, -2.52], [-0.62, 1.41, -1.95], [-0.92, 2.13, -3.68], [1.46, 2.44, -3.94], [2.57, 2.46, -1.85], [3.25, 1.29, -2.61], [1.92, 0.80, -1.44], [1.88, 0.17, -4.22], [3.57, 3.37, 1.25], [2.34, 4.21, 1.06], [1.23, 3.28, 0.39], [1.83, 4.57, 2.37], [4.45, 3.97, 1.47], [3.86, 2.93, 0.29], [3.52, 2.53, 1.95], [2.55, 5.10, 0.46], [0.26, 3.77, 0.42], [1.11, 2.31, 0.87], [1.49, 2.98, -0.62], [1.11, 5.18, 2.18], [-3.17, 1.49, 3.25], [-2.17, 0.31, 3.06], [-2.06, -0.69, 4.32], [-2.44, -0.43, 1.87], [-2.71, 2.04, 4.08], [-4.14, 1.07, 3.52], [-3.13, 2.14, 2.38], [-1.20, 0.71, 2.76], [-1.17, -1.33, 4.31], [-2.91, -1.36, 4.40], [-2.17, -0.24, 5.30], [-1.74, -1.08, 1.77], [-2.71, -3.40, -1.45], [-3.61, -2.16, -1.00], [-2.78, -0.96, -0.72], [-4.49, -1.90, -2.01], [-2.12, -3.08, -2.31], [-3.38, -4.24, -1.63], [-1.95, -3.68, -0.73], [-4.28, -2.50, -0.21], [-3.22, -0.10, -0.20], [-2.52, -0.53, -1.69], [-1.83, -1.13, -0.20], [-5.12, -1.25, -1.70], [-0.44, -1.09, -0.45], [1.04, -0.72, -0.16], [1.36, 0.68, 0.53], [1.48, -1.69, 0.71], [-1.04, -0.96, 0.45], [-0.60, -2.17, -0.56], [-0.85, -0.53, -1.28], [1.65, -0.79, -1.07], [0.87, 0.86, 1.49], [1.17, 1.50, -0.16], [2.45, 0.66, 0.65], [0.82, -1.77, 1.41]], "mulliken_charge": [0.112, -0.673, 0.374, -0.785, 0.709, 0.424, -0.198, -0.634, 0.225, 0.916, -0.452, 0.509, 0.328, -0.804, -0.015, 0.739, 0.511, 0.364, -1.608, -1.035, 0.433, 0.167, 0.672, 0.666, -0.117, -0.547, 0.212, 0.539, -0.142, 0.353, -0.996, -0.846, 0.348, 0.351, 0.379, 1.111, -2.208, 0.426, -1.233, -0.743, 0.453, 0.455, 0.618, 0.505, 0.726, 0.759, 0.223, 0.412, -1.422, 0.048, -0.350, -0.570, 0.470, 0.277, 0.273, 0.364, 0.351, 0.144, -0.258, 0.352, -1.449, 0.927, -1.634, -0.516, 0.486, 0.408, 0.280, -0.976, 0.169, 0.408, 0.451, 0.368, -1.367, -0.067, -0.881, -0.633, 0.353, 0.479, 0.170, 0.365, 1.311, 0.475, 1.629, 0.385, -1.018, -0.348, -0.563, -0.535, -0.302, -1.448, 0.365, 0.581, -0.070, -0.693, 0.660, 0.572]}

{"formula": "C21H65FO10Si2", "method": "ωB97M-V/def2-TZVPD", "homo_ha": -0.3419, "lumo_energy_ev": 0.682, "orbital_gap_ev": 9.98, "energy_ha": -2270.32802, "elements": ["C", "C", "F", "C", "Si", "O", "Si", "H", "H", "H", "H", "H", "H", "H", "H", "H", "H", "H", "C", "C", "O", "H", "H", "H", "H", "H", "H", "C", "C", "O", "H", "H", "H", "H", "H", "H", "C", "C", "O", "H", "H", "H", "H", "H", "H", "C", "C", "O", "H", "H", "H", "H", "H", "H", "C", "C", "O", "H", "H", "H", "H", "H", "H", "C", "C", "O", "H", "H", "H", "H", "H", "H", "C", "C", "O", "H", "H", "H", "H", "H", "H", "C", "C", "O", "H", "H", "H", "H", "H", "H", "C", "C", "O", "H", "H", "H", "H", "H", "H"], "coordinates": [[-4.84, -2.78, -1.33], [-4.62, -1.48, -2.08], [-3.23, -1.31, -2.34], [-5.09, -0.22, -1.36], [-4.23, 0.28, 0.24], [-3.44, -0.95, 1.00], [-1.83, -1.35, 1.00], [-5.85, -3.14, -1.53], [-4.13, -3.53, -1.68], [-4.71, -2.66, -0.25], [-5.10, -1.55, -3.05], [-6.17, -0.31, -1.19], [-4.95, 0.63, -2.03], [-3.27, 1.36, -0.08], [-5.24, 0.82, 1.18], [-1.05, -0.16, 1.37], [-1.48, -1.79, -0.37], [-1.61, -2.46, 1.94], [3.11, -2.75, 0.99], [1.60, -2.69, 1.11], [1.18, -1.79, 2.12], [3.55, -3.08, 1.93], [3.40, -3.44, 0.20], [3.51, -1.77, 0.74], [1.18, -3.66, 1.37], [1.17, -2.39, 0.14], [1.51, -0.91, 1.87], [-1.34, -4.71, -2.71], [-0.13, -3.80, -2.71], [-0.39, -2.56, -3.36], [-1.68, -4.90, -3.73], [-1.12, -5.67, -2.23], [-2.17, -4.25, -2.16], [0.69, -4.26, -3.26], [0.21, -3.63, -1.68], [-1.11, -2.13, -2.87], [1.25, 2.87, 0.72], [1.89, 2.01, 1.79], [2.22, 0.71, 1.30], [0.35, 2.39, 0.32], [0.96, 3.84, 1.13], [1.94, 3.04, -0.10], [1.18, 1.83, 2.60], [2.78, 2.50, 2.19], [2.85, 0.79, 0.57], [-7.77, -0.58, -6.17], [-8.43, -0.93, -4.85], [-7.48, -1.09, -3.80], [-7.05, -1.35, -6.45], [-8.52, -0.49, -6.96], [-7.24, 0.37, -6.10], [-8.95, -1.88, -4.91], [-9.17, -0.16, -4.58], [-7.01, -0.26, -3.69], [-1.42, 1.13, 5.37], [-1.09, 2.57, 5.04], [-1.31, 2.88, 3.66], [-0.84, 0.45, 4.75], [-1.21, 0.92, 6.42], [-2.48, 0.93, 5.20], [-0.03, 2.77, 5.20], [-1.65, 3.26, 5.68], [-2.24, 2.73, 3.46], [3.48, -2.36, -3.70], [4.00, -1.15, -2.95], [4.50, -1.49, -1.67], [2.70, -2.86, -3.13], [3.07, -2.07, -4.67], [4.28, -3.08, -3.87], [3.19, -0.44, -2.77], [4.77, -0.63, -3.54], [5.23, -2.11, -1.78], [4.98, 5.83, 3.49], [4.35, 4.48, 3.78], [4.83, 3.46, 2.90], [4.78, 6.14, 2.47], [4.56, 6.59, 4.16], [6.06, 5.79, 3.65], [3.28, 4.51, 3.61], [4.52, 4.18, 4.82], [5.78, 3.37, 3.01], [3.27, -7.95, -2.48], [3.28, -6.49, -2.08], [3.51, -5.62, -3.18], [4.22, -8.22, -2.96], [3.13, -8.59, -1.61], [2.46, -8.15, -3.19], [4.09, -6.28, -1.38], [2.34, -6.23, -1.58], [2.80, -5.74, -3.82], [1.21, 9.57, 4.19], [2.63, 9.02, 4.16], [2.94, 8.38, 2.93], [0.49, 8.77, 4.00], [0.99, 10.02, 5.16], [1.08, 10.34, 3.43], [2.75, 8.24, 4.92], [3.35, 9.81, 4.38], [2.86, 9.03, 2.22]], "mulliken_charge": [-1.178, 0.557, -0.301, -0.886, 0.483, -0.176, 0.520, 0.384, 0.136, 0.252, 0.274, 0.428, 0.342, -0.195, -0.235, -0.161, -0.082, -0.188, -0.898, -0.088, -0.533, 0.324, 0.164, 0.153, 0.391, 0.050, 0.438, -0.922, 0.629, -0.585, 0.352, 0.374, -0.027, 0.160, -0.220, 0.317, -1.248, 0.538, -0.483, 0.250, 0.338, 0.430, 0.050, -0.152, 0.186, -1.063, -0.269, -0.444, 0.269, 0.366, 0.340, 0.264, 0.286, 0.219, -0.867, -0.274, -0.463, 0.149, 0.340, 0.306, 0.249, 0.331, 0.262, -0.806, -0.385, -0.437, 0.084, 0.393, 0.334, 0.273, 0.295, 0.267, -0.899, -0.098, -0.533, 0.262, 0.112, 0.382, 0.250, 0.235, 0.284, -1.198, -0.052, -0.464, 0.294, 0.357, 0.336, 0.287, 0.176, 0.267, -1.077, -0.169, -0.475, 0.294, 0.323, 0.321, 0.261, 0.272, 0.271]}

{"formula": "C21H68BrFN2O18P", "method": "ωB97M-V/def2-TZVPD", "relative_energy_kj_mol": 776.0, "homo_ha": -0.3910, "charge": 1, "lumo_energy_ev": -5.211, "orbital_gap_ev": 5.43, "energy_ha": -5319.25031, "elements": ["O", "P", "O", "O", "C", "C", "C", "C", "C", "C", "F", "N", "N", "Br", "H", "H", "H", "H", "H", "H", "H", "H", "C", "O", "H", "H", "H", "H", "C", "O", "H", "H", "H", "H", "C", "O", "H", "H", "H", "H", "C", "O", "H", "H", "H", "H", "C", "O", "H", "H", "H", "H", "C", "O", "H", "H", "H", "H", "C", "O", "H", "H", "H", "H", "C", "O", "H", "H", "H", "H", "C", "O", "H", "H", "H", "H", "C", "O", "H", "H", "H", "H", "C", "O", "H", "H", "H", "H", "C", "O", "H", "H", "H", "H", "C", "O", "H", "H", "H", "H", "C", "O", "H", "H", "H", "H", "C", "O", "H", "H", "H", "H"], "coordinates": [[-1.92, -1.35, 5.58], [-0.77, -0.54, 4.80], [-0.92, 1.20, 4.98], [0.74, -0.97, 5.65], [-0.56, -1.11, 2.97], [0.80, -1.89, 2.59], [0.77, -2.27, 1.01], [-0.54, -1.78, 0.24], [-0.56, -2.12, -1.40], [0.25, -1.00, -2.30], [1.66, -0.78, -1.86], [-1.73, -1.08, 0.70], [-1.62, -0.84, 2.01], [-3.17, 0.03, 2.72], [-1.73, 1.35, 5.55], [1.47, -0.32, 5.39], [1.66, -2.16, 3.33], [1.62, -2.86, 0.46], [0.06, -3.14, -1.52], [-1.64, -2.36, -1.80], [-0.39, -0.01, -2.35], [0.31, -1.42, -3.41], [-3.52, 1.39, -2.81], [-3.19, 0.05, -2.47], [-2.60, 1.92, -3.08], [-4.20, 1.39, -3.66], [-3.98, 1.88, -1.95], [-4.02, -0.39, -2.24], [-6.65, 1.20, 3.71], [-5.50, 1.75, 3.10], [-6.36, 0.32, 4.28], [-7.09, 1.94, 4.39], [-7.37, 0.92, 2.94], [-5.78, 2.53, 2.60], [-4.36, 2.63, 7.66], [-3.54, 1.89, 6.78], [-4.22, 3.70, 7.47], [-5.41, 2.37, 7.49], [-4.09, 2.41, 8.69], [-3.69, 0.95, 6.97], [-0.23, 0.60, -5.64], [-1.02, -0.42, -5.06], [0.29, 0.20, -6.52], [-0.88, 1.43, -5.95], [0.50, 0.95, -4.91], [-1.47, -0.04, -4.29], [3.71, -3.53, -2.45], [3.06, -2.77, -3.45], [4.31, -4.31, -2.94], [4.37, -2.88, -1.87], [2.97, -4.00, -1.80], [2.54, -2.08, -2.99], [-6.91, 3.51, 10.75], [-6.09, 2.76, 9.87], [-6.76, 4.57, 10.56], [-7.96, 3.25, 10.58], [-6.63, 3.28, 11.79], [-6.24, 1.82, 10.07], [0.87, 2.79, -0.13], [1.29, 1.51, 0.28], [0.70, 3.41, 0.75], [1.65, 3.25, -0.75], [-0.06, 2.71, -0.70], [1.44, 0.98, -0.52], [5.05, -4.56, -6.32], [5.57, -3.32, -5.89], [5.75, -5.02, -7.03], [4.93, -5.23, -5.46], [4.09, -4.41, -6.81], [4.93, -2.94, -5.26], [1.64, 4.13, -3.67], [2.35, 3.32, -2.76], [1.31, 5.04, -3.17], [2.29, 4.39, -4.51], [0.76, 3.58, -4.04], [2.63, 2.52, -3.23], [4.03, 7.50, -3.26], [3.91, 6.60, -4.34], [3.18, 8.19, -3.27], [4.04, 6.94, -2.32], [4.96, 8.07, -3.36], [4.68, 6.01, -4.31], [3.37, -7.46, -1.74], [2.53, -6.36, -1.44], [4.41, -7.18, -1.55], [3.10, -8.31, -1.10], [3.25, -7.73, -2.79], [1.62, -6.64, -1.62], [6.05, -3.98, -10.24], [6.52, -4.31, -8.94], [6.17, -4.84, -10.89], [4.99, -3.70, -10.19], [6.64, -3.14, -10.63], [6.39, -3.52, -8.38], [-3.92, 6.63, 8.54], [-3.60, 5.29, 8.88], [-3.01, 7.16, 8.27], [-4.61, 6.63, 7.69], [-4.38, 7.12, 9.40], [-4.43, 4.85, 9.12], [10.07, -5.69, -8.41], [9.23, -4.59, -8.12], [11.11, -5.41, -8.22], [9.80, -6.53, -7.78], [9.96, -5.96, -9.47], [8.32, -4.87, -8.30], [-8.08, 0.51, 8.06], [-7.37, -0.30, 8.97], [-8.41, 1.42, 8.56], [-7.43, 0.77, 7.22], [-8.95, -0.04, 7.69], [-7.09, -1.10, 8.50]], "mulliken_charge": [-0.607, 0.762, -0.419, -0.563, 0.750, -0.485, -0.220, 0.287, -0.597, -0.052, -0.399, -0.630, 0.331, 0.178, 0.392, 0.355, 0.429, 0.317, 0.274, 0.351, 0.048, 0.501, -0.543, -0.429, 0.164, 0.309, 0.291, 0.272, -0.547, -0.466, 0.195, 0.259, 0.344, 0.257, -0.692, -0.470, 0.315, 0.268, 0.304, 0.275, -0.443, -0.501, 0.293, 0.299, 0.076, 0.223, -0.259, -0.464, 0.124, 0.321, 0.032, 0.263, -0.651, -0.390, 0.218, 0.256, 0.312, 0.254, -0.432, -0.462, 0.297, 0.199, 0.153, 0.207, -0.551, -0.528, 0.338, 0.218, 0.253, 0.271, -0.503, -0.483, 0.254, 0.294, 0.191, 0.255, -0.549, -0.487, 0.220, 0.239, 0.284, 0.296, -0.601, -0.441, 0.218, 0.290, 0.275, 0.269, -0.664, -0.482, 0.213, 0.271, 0.289, 0.280, -0.595, -0.470, 0.235, 0.267, 0.269, 0.248, -0.501, -0.469, 0.210, 0.242, 0.233, 0.353, -0.294, -0.512, 0.167, 0.003, 0.355, 0.292]}